No. 1
{
  "formula": "C23H30BrMnNOS2Se",
  "method": "ωB97M-V/def2-TZVPD",
  "elements": ["Mn", "C", "C", "C", "C", "C", "C", "C", "Br", "C", "O", "C", "C", "C", "C", "C", "C", "H", "H", "H", "H", "H", "H", "H", "H", "H", "H", "H", "H", "H", "H", "H", "H", "H", "H", "H", "H", "Se", "C", "C", "C", "C", "C", "C", "H", "H", "H", "H", "H", "S", "C", "N", "C", "C", "S", "H", "H", "H", "H", "H"],
  "xyz": [[0.434, -1.046, -0.018], [-3.408, 0.461, 6.492], [-1.884, 0.421, 6.659], [-1.364, 1.846, 6.887], [-1.559, -0.413, 7.898], [-1.247, -0.156, 5.396], [-1.441, 0.483, 4.172], [-0.848, -0.046, 3.049], [-1.126, 0.840, 1.388], [-0.033, -1.192, 3.016], [0.521, -1.596, 1.901], [0.140, -1.851, 4.253], [-0.466, -1.303, 5.385], [0.960, -3.138, 4.464], [1.571, -3.743, 3.196], [2.114, -2.836, 5.431], [0.048, -4.211, 5.079], [-3.880, 0.861, 7.391], [-3.805, -0.539, 6.312], [-3.704, 1.092, 5.653], [-1.797, 2.269, 7.796], [-1.622, 2.505, 6.058], [-0.278, 1.850, 6.991], [-2.028, 0.037, 8.774], [-0.484, -0.458, 8.083], [-1.934, -1.433, 7.808], [-2.042, 1.377, 4.092], [-0.308, -1.819, 6.320], [2.274, -3.071, 2.709], [0.817, -4.008, 2.456], [2.102, -4.653, 3.486], [2.763, -2.059, 5.024], [2.715, -3.734, 5.585], [1.759, -2.500, 6.406], [-0.792, -4.425, 4.416], [-0.355, -3.916, 6.047], [0.612, -5.136, 5.222], [1.405, -3.185, -0.812], [2.090, -3.326, -2.584], [1.408, -4.089, -3.532], [1.934, -4.297, -4.800], [3.161, -3.746, -5.146], [3.855, -2.998, -4.203], [3.330, -2.795, -2.938], [0.464, -4.547, -3.257], [1.390, -4.900, -5.516], [3.583, -3.920, -6.127], [4.822, -2.578, -4.454], [3.882, -2.215, -2.209], [0.295, 0.775, -1.742], [0.403, 0.008, -3.251], [-0.573, -0.680, -3.842], [-0.162, -1.477, -5.001], [1.031, -0.736, -5.603], [1.814, 0.130, -4.208], [-1.339, -0.976, -3.253], [-0.982, -1.560, -5.712], [0.133, -2.471, -4.658], [0.722, 0.000, -6.344], [1.744, -1.429, -6.041]],
  "lowdin_charge": [0.39, -0.05, -0.56, -0.05, -0.07, -0.18, -0.09, -0.54, 0.81, -0.39, -0.32, -0.08, 0.01, -0.53, -0.07, -0.05, -0.05, 0.08, 0.09, 0.08, 0.08, 0.08, 0.09, 0.08, 0.09, 0.09, 0.10, 0.09, 0.08, 0.08, 0.08, 0.09, 0.08, 0.07, 0.09, 0.07, 0.08, 0.63, -0.69, -0.18, -0.11, -0.11, -0.10, -0.16, 0.10, 0.10, 0.10, 0.10, 0.10, 0.55, -1.11, -0.02, -0.19, -0.37, 0.99, 0.15, 0.13, 0.09, 0.08, 0.07],
  "e_tot_ev": -216257.0509,
  "e_lumo_ha": [-0.0144, -0.0156],
  "charge": 0,
  "multiplicity": 6,
  "largest_force_ev_per_a": 0.819
}


No. 2
{
  "formula": "C32H26HfN8O5",
  "method": "ωB97M-V/def2-TZVPD",
  "elements": ["Hf", "C", "C", "O", "C", "C", "C", "N", "N", "C", "O", "C", "C", "C", "C", "C", "C", "H", "H", "H", "H", "H", "H", "H", "H", "H", "H", "H", "H", "C", "O", "C", "C", "C", "C", "C", "C", "N", "N", "C", "C", "C", "C", "O", "C", "N", "C", "C", "C", "C", "H", "H", "H", "H", "H", "H", "H", "H", "H", "H", "H", "H", "N", "C", "O", "C", "C", "N", "C", "N", "H", "H"],
  "xyz": [[0.027, -0.402, -0.198], [3.840, -0.159, -1.847], [2.669, 0.323, -1.020], [1.970, -0.611, -0.429], [2.500, 1.672, -0.824], [1.579, 2.214, 0.116], [1.854, 3.515, 0.806], [0.551, 1.483, 0.437], [-0.174, 1.773, 1.578], [-0.513, 0.679, 2.202], [-0.205, -0.507, 1.763], [-1.235, 0.824, 3.477], [-1.818, -0.288, 4.081], [-2.490, -0.147, 5.281], [-2.573, 1.095, 5.891], [-2.004, 2.206, 5.287], [-1.336, 2.074, 4.086], [3.634, -1.164, -2.207], [4.737, -0.191, -1.226], [4.030, 0.505, -2.686], [3.213, 2.343, -1.275], [2.614, 4.089, 0.284], [2.193, 3.313, 1.823], [0.930, 4.084, 0.881], [-1.744, -1.252, 3.598], [-2.945, -1.010, 5.744], [-3.073, 1.198, 6.842], [-2.072, 3.173, 5.759], [-0.885, 2.922, 3.599], [-6.655, -5.999, 0.349], [-5.729, -5.753, -0.684], [-5.882, -4.659, -1.457], [-7.017, -3.843, -1.487], [-7.060, -2.751, -2.328], [-5.953, -2.397, -3.103], [-4.826, -3.232, -3.091], [-4.809, -4.357, -2.305], [-6.074, -1.278, -3.913], [-5.149, -0.524, -4.210], [-3.891, -0.456, -3.644], [-2.782, -0.388, -4.480], [-1.492, -0.261, -3.981], [-1.251, -0.129, -2.615], [-0.044, -0.014, -2.104], [-2.382, -0.109, -1.740], [-2.122, 0.080, -0.417], [-3.118, 0.016, 0.443], [-4.448, -0.160, 0.049], [-4.745, -0.276, -1.287], [-3.705, -0.291, -2.236], [-6.234, -6.823, 0.923], [-7.637, -6.286, -0.042], [-6.756, -5.126, 1.001], [-7.873, -4.063, -0.868], [-7.938, -2.123, -2.365], [-3.990, -3.014, -3.740], [-3.961, -5.024, -2.308], [-2.933, -0.509, -5.543], [-0.645, -0.286, -4.650], [-2.867, 0.124, 1.491], [-5.228, -0.185, 0.793], [-5.774, -0.364, -1.602], [1.207, -3.321, -0.870], [-0.034, -3.319, -0.302], [-0.701, -2.212, -0.340], [-0.570, -4.495, 0.216], [0.177, -5.677, 0.185], [0.834, -6.621, 0.142], [-1.826, -4.502, 0.835], [-2.843, -4.501, 1.372], [1.798, -4.126, -0.738], [1.639, -2.414, -1.026]],
  "lowdin_charge": [1.57, 0.00, -0.40, -0.19, -0.01, -0.28, -0.01, -0.11, 0.10, -0.46, -0.13, -0.16, -0.02, -0.07, -0.08, -0.08, -0.03, 0.08, 0.10, 0.09, 0.11, 0.08, 0.10, 0.08, 0.12, 0.11, 0.10, 0.10, 0.11, -0.08, -0.08, -0.27, -0.01, -0.03, -0.31, -0.01, 0.02, 0.07, 0.07, -0.25, -0.01, 0.02, -0.32, -0.16, -0.14, 0.02, -0.06, 0.00, 0.03, -0.07, 0.10, 0.09, 0.10, 0.11, 0.11, 0.12, 0.12, 0.12, 0.12, 0.11, 0.11, 0.11, 0.19, -0.43, -0.13, -0.21, -0.24, 0.15, -0.22, 0.15, 0.11, 0.07],
  "e_tot_ev": -57073.5281,
  "e_lumo_ha": -0.0311,
  "charge": 0,
  "multiplicity": 1,
  "largest_force_ev_per_a": 2.650
}


No. 3
{
  "formula": "C9H15P",
  "method": "ωB97M-V/def2-TZVPD",
  "elements": ["C", "C", "C", "C", "C", "C", "C", "C", "C", "P", "H", "H", "H", "H", "H", "H", "H", "H", "H", "H", "H", "H", "H", "H", "H"],
  "xyz": [[-0.060, 2.398, -0.026], [-1.016, 1.374, -0.127], [-0.389, 0.087, -0.267], [1.071, 0.085, -0.246], [-2.489, 1.560, -0.227], [-1.674, -1.642, 1.032], [3.338, -0.826, 0.102], [-1.296, -1.115, -0.358], [1.911, -1.145, -0.209], [1.623, 1.771, 0.195], [-0.302, 3.452, 0.000], [-2.991, 2.467, 0.356], [-3.022, 0.637, 0.009], [-2.756, 1.809, -1.230], [-2.508, -2.350, 0.933], [-2.045, -0.730, 1.526], [-0.850, -2.270, 1.460], [4.018, -1.525, -0.201], [3.478, -0.640, 1.144], [3.543, 0.156, -0.181], [-2.323, -0.841, -0.893], [-0.772, -1.891, -0.950], [1.501, -1.880, 0.423], [1.942, -1.426, -1.328], [2.066, 2.487, -0.938]],
  "lowdin_charge": [-0.29, -0.34, -0.23, -0.36, -0.08, -0.10, -0.14, -0.24, -0.27, 0.94, 0.05, 0.13, 0.05, 0.07, 0.07, 0.08, 0.09, 0.05, 0.07, 0.01, 0.14, 0.11, 0.09, 0.15, -0.04],
  "e_tot_ev": -18862.6857,
  "e_lumo_ha": 0.0249,
  "e_above_lowest_kj_mol": 20.6,
  "charge": 0,
  "multiplicity": 1,
  "smiles": "CCC1=[PH]=CC(C)=C1CC",
  "largest_force_ev_per_a": 4.221
}